Computed, not measured: 2 unconnected molecules or ions with the total composition C2H2ClOP in a non-equilibrium geometry, with ωB97M-V/def2-TZVPD.

Geometry (Å):
C  0.88  -0.48  0.01
C  -0.40  -1.03  0.18
O  1.23  0.69  0.03
P  -1.86  -1.56  -0.05
Cl  -1.38  1.93  0.12
H  1.73  -1.33  -0.11
H  -0.19  1.78  -0.18

Computed properties:
energy = -25962.4796 eV
net charge = 0
E_HOMO = -10.083 eV
LUMO level = -1.51 eV
largest force on an atom = 3.8 eV/A
multiplicity = 1
M = 108.46 g/mol
energy above the lowest of the compared OMol25 structures with the same formula, charge and spin = 1.195 eV
frontier orbital gap = 0.3150 Ha

Now the Mulliken charges, all in e: number 1, C, carries 0.46; number 2, C, carries -0.08; number 3, O, carries -0.51; number 4, P, carries -0.11; number 5, Cl, carries -0.30; number 6, H, carries 0.24; number 7, H, carries 0.31